{
  "formula": "C38H36IN4OP2PdS",
  "method": "ωB97M-V with the def2-TZVPD basis set",
  "energy_ha": -3270.34265,
  "charge": -1,
  "max_force_ev_per_a": 2.2,
  "e_lumo_ev": 0.50,
  "symbols": ["Pd", "C", "P", "C", "C", "C", "C", "C", "C", "C", "C", "C", "C", "C", "C", "C", "C", "C", "C", "C", "P", "C", "C", "C", "C", "C", "C", "C", "C", "C", "C", "C", "C", "N", "H", "H", "H", "H", "H", "H", "H", "H", "H", "H", "H", "H", "H", "H", "H", "H", "H", "H", "H", "H", "H", "H", "H", "H", "H", "H", "N", "C", "O", "C", "I", "H", "H", "H", "H", "N", "C", "S", "C", "C", "C", "N", "C", "C", "H", "H", "H", "H", "H", "H"],
  "xyz": [[0.17, -0.53, -0.23], [-1.43, -0.27, 2.96], [-2.30, 0.73, 1.65], [-2.11, -0.38, 0.18], [-1.66, -1.72, 0.23], [-1.93, -2.59, -0.84], [-2.67, -2.16, -1.93], [-3.15, -0.86, -1.97], [-2.88, 0.01, -0.94], [-1.25, 2.21, 1.33], [-1.44, 3.22, 2.19], [-0.97, 4.56, 1.94], [-0.44, 4.91, 0.77], [-0.16, 3.91, -0.31], [-0.37, 2.42, 0.13], [0.04, -0.51, 2.86], [0.89, -0.58, 3.95], [2.18, -0.74, 3.45], [2.07, -0.75, 2.07], [3.16, -0.71, 1.06], [2.43, -0.55, -0.64], [3.31, 0.69, -1.48], [3.21, 2.07, -0.85], [4.01, 3.07, -1.62], [4.42, 2.85, -2.87], [4.18, 1.62, -3.54], [3.61, 0.58, -2.84], [2.90, -2.14, -1.39], [1.92, -3.09, -1.62], [2.27, -4.35, -2.07], [3.60, -4.66, -2.29], [4.59, -3.71, -2.07], [4.24, -2.45, -1.62], [0.77, -0.64, 1.73], [-2.01, -1.21, 3.00], [-1.63, 0.26, 3.90], [-1.28, -2.16, 1.16], [-1.58, -3.62, -0.79], [-2.89, -2.85, -2.73], [-3.76, -0.54, -2.80], [-3.30, 1.02, -0.95], [-2.05, 3.06, 3.08], [-1.13, 5.30, 2.71], [-0.20, 5.93, 0.53], [-0.78, 4.15, -1.19], [-0.79, 1.86, -0.72], [0.59, -0.53, 4.99], [3.09, -0.82, 4.01], [3.79, -1.61, 1.09], [3.81, 0.16, 1.23], [3.56, 2.04, 0.19], [4.24, 3.99, -1.10], [4.99, 3.61, -3.40], [4.49, 1.48, -4.56], [3.49, -0.39, -3.31], [0.88, -2.82, -1.43], [1.51, -5.10, -2.25], [3.88, -5.65, -2.63], [5.62, -3.95, -2.25], [4.99, -1.70, -1.44], [-0.60, 1.45, -3.58], [-0.25, 0.14, -3.49], [-0.26, -0.47, -2.42], [0.00, -0.55, -4.76], [-2.03, -0.79, -5.86], [-0.78, 1.97, -2.74], [-0.49, 1.96, -4.44], [0.34, -1.56, -4.62], [0.59, 0.01, -5.48], [2.80, 6.53, -0.74], [2.81, 5.73, 0.40], [3.65, 6.37, 1.74], [2.15, 4.52, 0.44], [1.35, 3.96, -0.71], [1.71, 2.47, -0.81], [1.01, 1.91, 0.35], [1.55, 2.46, 1.55], [2.14, 3.67, 1.59], [3.54, 7.23, -0.70], [2.75, 6.05, -1.62], [1.51, 4.48, -1.65], [1.26, 2.05, -1.72], [1.48, 1.83, 2.42], [2.63, 4.02, 2.49]],
  "mulliken_charge": [0.123, -1.228, -0.808, 0.825, -0.047, -0.903, -0.503, -1.000, -0.400, -0.252, -0.009, -1.317, -0.731, 0.054, 1.528, 0.153, -1.078, -1.218, 0.119, -1.748, 2.789, 0.075, 0.110, -1.367, -0.604, -1.182, -0.706, 0.303, -0.478, -0.799, -0.597, -0.782, -0.303, 1.109, 0.481, 0.521, 0.259, 0.369, 0.407, 0.436, 0.411, 0.411, 0.409, 0.461, 0.246, -1.165, 0.495, 0.490, 0.737, 0.379, 0.149, 0.645, 0.428, 0.424, 0.432, 0.281, 0.442, 0.386, 0.416, 0.465, 0.019, 0.270, 0.477, -1.803, -0.014, 0.150, 0.231, 0.511, 0.652, -0.343, 0.606, -0.611, -0.239, -0.067, -0.984, 1.663, -0.660, -1.472, 0.259, 0.236, 0.801, 0.193, 0.083, 0.495]
}